Below is a structure of composition C41H49BFeN8O3S3 at a distorted geometry, with properties calculated with wB97M-V/def2-TZVPD.

Computed properties:
- net charge = +1
- spin multiplicity = 2
- orbital gap (alpha / beta) (eV) = 4.727 / 5.324
- LUMO level (alpha / beta) (eV) = -4.5 / -4.2

Positions of all 106 atoms, in Å:
Fe1 0.34697 -0.36909 -0.61890
C1 -0.43517 -5.42274 -1.33343
C2 -1.26906 -4.65408 -0.35540
C3 -2.07743 -5.28739 0.52240
C4 -2.82106 -4.55557 1.47515
N1 -2.78788 -3.25506 1.47870
N2 -2.02380 -2.60957 0.59416
B1 -1.97884 -1.02290 0.71522
N3 -3.03905 -0.31596 1.66134
N4 -4.22070 -0.96081 1.70577
C5 -5.19683 -0.46000 2.40150
C6 -5.01557 0.72935 3.14752
C7 -3.86996 1.43377 3.04943
C8 -3.68227 2.73039 3.77954
C9 -2.84417 0.91585 2.18739
S1 -1.51349 1.93729 1.85584
C10 -6.55383 -1.16128 2.42713
C11 -6.79143 -1.70999 3.84382
C12 -6.62794 -2.29535 1.40539
C13 -7.64419 -0.12718 2.09903
N5 -2.27711 -0.42982 -0.71993
N6 -3.19393 -1.18556 -1.32667
C14 -3.39027 -1.06524 -2.61153
C15 -2.65317 -0.11732 -3.36867
C16 -1.75740 0.68898 -2.77507
C17 -0.97777 1.71047 -3.54200
C18 -1.53788 0.52127 -1.36089
S2 -0.62241 1.72267 -0.49301
C19 -4.44542 -1.95228 -3.26922
C20 -3.93305 -2.40850 -4.64042
C21 -5.72237 -1.10900 -3.44295
C22 -4.75437 -3.18707 -2.41999
C23 -1.21355 -3.22266 -0.29986
S3 -0.14189 -2.43132 -1.40941
C24 -3.69844 -5.27422 2.50778
C25 -4.03614 -4.35515 3.69016
C26 -2.96694 -6.51412 3.04453
C27 -4.98930 -5.71971 1.79492
H1 -0.62801 -6.48947 -1.23464
H2 0.62533 -5.23282 -1.16186
H3 -0.64514 -5.11353 -2.35874
H4 -2.12954 -6.37041 0.51311
H5 -5.81974 1.10712 3.77052
H6 -4.55544 2.94850 4.39418
H7 -3.52548 3.55128 3.07700
H8 -2.79828 2.68952 4.42086
H9 -6.04056 -2.45566 4.11844
H10 -7.77732 -2.18112 3.89345
H11 -6.76732 -0.90947 4.59015
H12 -5.73059 -2.91258 1.43223
H13 -6.72669 -1.89330 0.39258
H14 -7.50102 -2.92027 1.61238
H15 -7.77513 0.60884 2.89715
H16 -8.59961 -0.64344 1.97164
H17 -7.42150 0.40526 1.16863
H18 -2.80226 -0.04236 -4.43996
H19 -1.27587 1.71237 -4.58921
H20 0.09201 1.49791 -3.46406
H21 -1.13901 2.70704 -3.12741
H22 -3.83366 -1.57929 -5.34585
H23 -4.64114 -3.11873 -5.07088
H24 -2.96336 -2.90664 -4.55226
H25 -5.53104 -0.21356 -4.04243
H26 -6.11106 -0.79390 -2.46959
H27 -6.49454 -1.69695 -3.94881
H28 -3.88228 -3.85060 -2.36968
H29 -5.57978 -3.73928 -2.88027
H30 -5.03292 -2.92021 -1.40273
H31 -3.15672 -4.21324 4.32804
H32 -4.82710 -4.80740 4.29492
H33 -4.36675 -3.37411 3.34891
H34 -1.95698 -6.26588 3.38749
H35 -2.89673 -7.31503 2.30357
H36 -3.52244 -6.91315 3.89716
H37 -5.53302 -4.86598 1.38123
H38 -5.64638 -6.23995 2.49962
H39 -4.76267 -6.40771 0.97356
O1 5.54436 0.48806 -1.44615
C28 4.98987 0.55042 -2.66877
C29 5.83978 0.80850 -3.74412
C30 5.34344 0.87864 -5.02911
C31 3.98215 0.69138 -5.28141
C32 3.13930 0.44404 -4.22375
C33 3.61719 0.37381 -2.90870
C34 2.65415 0.12529 -1.83262
O2 1.39815 0.04323 -2.14201
N7 3.09993 -0.00793 -0.58692
N8 2.04025 -0.27621 0.27648
C35 2.28665 -0.35210 1.51600
C36 1.32162 -0.77372 2.53712
C37 1.83312 -0.97171 3.81888
C38 1.05996 -1.47590 4.84758
C39 -0.25412 -1.82208 4.58781
C40 -0.79964 -1.62671 3.32794
C41 -0.03148 -1.06947 2.31802
O3 -0.58192 -0.78777 1.08140
H40 4.82288 0.30201 -0.80594
H41 6.89474 0.94780 -3.53334
H42 6.02095 1.08147 -5.85152
H43 3.59615 0.73923 -6.29313
H44 2.07972 0.28546 -4.38997
H45 3.31436 -0.17536 1.82942
H46 2.87798 -0.73093 3.99193
H47 1.48378 -1.61848 5.83428
H48 -0.87053 -2.25218 5.36901
H49 -1.82468 -1.92140 3.14954

Löwdin population analysis, charges in e, atoms 1 to 2: 0.252, -0.062

=====

Below is a structure of composition C41H49ClIrN6O6S2SiTe at a distorted geometry, with properties calculated with wB97M-V/def2-TZVPD.

Computed properties:
- net charge = +1
- orbital gap (eV) = 7.579
- LUMO level (eV) = -2.9

Positions of all 108 atoms, in Å:
Ir1 1.57019 -0.12943 1.49808
C1 3.93196 5.13187 0.65393
Si1 5.14273 3.79675 0.14476
C2 4.89477 3.27245 -1.65140
C3 6.90426 4.35849 0.42074
C4 4.84161 2.28934 1.24908
C5 5.75953 1.86964 2.21193
C6 5.50788 0.79950 3.05899
C7 4.30607 0.13267 2.93745
N1 3.41644 0.51243 2.02591
C8 3.65384 1.56093 1.19825
S1 2.23185 1.72143 0.19215
H1 3.87288 5.92128 -0.09808
H2 4.24031 5.59065 1.59497
H3 2.93208 4.72187 0.80556
H4 5.85192 3.23461 -2.17410
H5 4.26082 3.97816 -2.18905
H6 4.44544 2.27954 -1.71810
H7 7.13173 5.20286 -0.23283
H8 7.62102 3.56743 0.19282
H9 7.06783 4.68936 1.44765
H10 6.70534 2.39021 2.30457
H11 6.22689 0.48767 3.80154
H12 4.02684 -0.70278 3.56646
O1 -1.31387 1.22806 3.76787
Cl1 -0.47876 1.87993 2.81387
O2 -0.26487 3.24102 3.11847
O3 -1.01544 1.70878 1.48170
O4 0.85654 1.19929 2.89057
C9 -7.93726 0.33735 -1.03758
C10 -6.48040 0.13160 -0.74154
C11 -5.90923 0.60043 0.43084
C12 -4.56175 0.42687 0.72294
C13 -4.04894 1.01342 1.99004
C14 -3.75945 -0.26052 -0.19573
Te1 -1.60128 -0.40027 -0.22659
N2 -0.37575 -0.95371 1.24810
C15 -0.23714 -1.70112 2.34672
O5 0.96218 -1.67059 2.77889
C16 -1.22453 -2.54685 3.03436
C17 -2.30615 -1.96089 3.66716
C18 -3.23444 -2.74998 4.32915
C19 -3.07475 -4.12758 4.34558
C20 -1.97027 -4.71239 3.73580
C21 -1.02976 -3.92402 3.09434
C22 -1.47560 -2.41626 -0.88922
C23 -0.47056 -2.61690 -1.82724
C24 -0.24417 -3.87655 -2.35511
C25 -1.02538 -4.93853 -1.92604
C26 -2.01248 -4.73020 -0.97803
C27 -2.27656 -3.46868 -0.43939
C28 -3.38139 -3.35661 0.57427
C29 -4.28118 -0.65653 -1.44303
C30 -3.52171 -1.20649 -2.62941
C31 -5.64392 -0.47341 -1.66163
H13 -8.50854 0.49245 -0.12406
H14 -8.35763 -0.51718 -1.56648
H15 -8.07733 1.21549 -1.67080
H16 -6.52830 1.12295 1.15024
H17 -4.75394 1.73379 2.40119
H18 -3.10242 1.53075 1.84879
H19 -3.91347 0.24242 2.73594
H20 -2.34434 -0.88507 3.70123
H21 -4.06716 -2.29106 4.84591
H22 -3.79727 -4.74922 4.85737
H23 -1.83822 -5.78533 3.77239
H24 -0.15988 -4.36998 2.62964
H25 0.12021 -1.77919 -2.17448
H26 0.52598 -4.02149 -3.10088
H27 -0.86720 -5.93020 -2.32908
H28 -2.61048 -5.56719 -0.63805
H29 -3.46595 -4.29489 1.12164
H30 -4.34397 -3.15836 0.09786
H31 -3.21212 -2.57181 1.30649
H32 -2.46107 -0.97058 -2.66045
H33 -3.95062 -0.78647 -3.53803
H34 -3.61983 -2.29227 -2.68676
H35 -6.04779 -0.79071 -2.61710
N3 3.03569 -0.83398 -3.92061
C32 3.71843 -1.82348 -3.30805
O6 4.61673 -2.45163 -3.83138
C33 3.31455 -2.15803 -1.89320
C34 3.61059 -3.42497 -1.41068
C35 3.28302 -3.73033 -0.10240
C36 2.69492 -2.76298 0.68865
N4 2.41502 -1.53423 0.22968
C37 2.71821 -1.24413 -1.04561
H36 3.29807 -0.62155 -4.86948
H37 2.24852 -0.33841 -3.52013
H38 4.10681 -4.13272 -2.06163
H39 3.49293 -4.70133 0.32237
H40 2.43790 -2.95229 1.72053
H41 2.48915 -0.23638 -1.36315
C38 -2.28794 2.86200 -2.32055
N5 -0.88494 3.20534 -2.37549
C39 -0.39844 4.51675 -1.95287
C40 1.12526 4.39014 -2.11263
N6 1.27373 3.05736 -2.68841
C41 0.11132 2.38041 -2.71505
S2 -0.06932 0.75783 -3.11511
H42 -2.80801 3.64760 -1.77642
H43 -2.44303 1.92433 -1.78683
H44 -2.71668 2.77829 -3.32015
H45 -0.69506 4.70145 -0.91891
H46 -0.81637 5.30287 -2.58354
H47 1.63227 4.45328 -1.15257
H48 1.53115 5.14724 -2.78278
H49 2.14086 2.54906 -2.65749

Löwdin population analysis, charges in e, atoms 1 to 2: 1.182, -0.169

=====

Computed DFT total energy (eV) in order:
-128941.365; -116731.470